# 1
A structure of composition C24H52F4NbO11P2, computed with the ωB97M-V functional and the def2-TZVPD basis.

Results
HOMO level: -4.1501 eV
Total energy: -2912.15048 a.u.

```
! RIJCOSX wB97M-V def2-TZVPD def2/J DEFGRID3
* xyz -1 1
C -4.0783 0.5505 1.3033
O -3.8388 1.5077 0.3176
C -2.4140 1.6930 0.0783
Nb -1.6377 3.4040 1.4265
C -0.6779 4.3715 -0.3803
C 0.4096 5.4551 -0.1199
C -0.1495 6.8922 -0.0378
F -1.0021 7.1785 -1.0997
C 0.1513 2.1103 1.9783
C 1.5473 2.4904 1.3971
C 2.4014 3.3522 2.3325
O 3.2220 4.0610 1.8400
O 2.2461 3.2879 3.6684
C -1.0238 5.1184 2.8632
C -1.0204 4.4956 4.3093
C -2.0673 5.0567 5.2394
F -1.7938 4.9576 6.5710
C -3.2040 5.6391 4.9309
F -3.9446 5.3958 3.8969
F -3.7005 6.5458 5.7797
H -5.1568 0.3093 1.3131
H -3.5437 -0.4087 1.1330
H -3.8277 0.9003 2.3233
H -1.9141 0.7372 0.3279
H -2.2734 1.9550 -0.9865
H -3.1557 4.3321 1.0450
H -2.5599 2.6392 2.8182
H -0.2069 3.5645 -0.9814
H -1.4451 4.8314 -1.0295
H 1.0755 5.2758 0.7358
H 1.0683 5.4706 -1.0138
H -0.5767 7.1179 0.9489
H 0.7248 7.5577 -0.1721
H 0.2608 2.0730 3.0811
H -0.0822 1.0693 1.6834
H 2.1317 1.5460 1.3271
H 1.5674 2.9154 0.3895
H 3.0463 3.7161 4.0202
H -1.8029 5.8836 2.7423
H 0.0002 5.4731 2.6815
H -1.1155 3.3991 4.3239
H -0.0462 4.7325 4.7753
O 0.9019 -2.2209 1.0283
P 0.5580 -2.9140 2.3193
O 2.0240 -2.7237 3.0548
C 2.4052 -1.4221 3.4983
C 1.6647 -1.0211 4.7602
O 0.7511 -4.4688 1.7930
C 0.5052 -4.8262 0.4327
C 1.8190 -4.9819 -0.3057
O -0.0402 -3.4558 3.7771
C -0.8609 -4.6248 3.8903
C -0.0255 -5.7757 4.4081
H 2.2384 -0.6914 2.7002
H 3.4777 -1.4584 3.6958
H 0.5972 -0.8928 4.5634
H 2.0540 -0.0797 5.1525
H 1.7619 -1.7926 5.5255
H -0.1459 -4.1044 -0.0589
H -0.0273 -5.7820 0.4403
H 2.4256 -4.0777 -0.2398
H 1.6483 -5.2071 -1.3607
H 2.4107 -5.7882 0.1337
H -1.3531 -4.8661 2.9491
H -1.6475 -4.3986 4.6144
H 0.8119 -5.9957 3.7478
H -0.6322 -6.6770 4.5111
H 0.4024 -5.5256 5.3811
O 0.6835 -4.0578 -4.1664
P 1.1458 -3.0280 -5.1767
O 0.4858 -1.7382 -4.3842
C 1.1144 -1.2497 -3.1971
C 2.3653 -0.4579 -3.5300
O -0.0862 -3.2788 -6.2557
C -0.6686 -4.5675 -6.4340
C -2.0029 -4.6346 -5.7209
O 1.8042 -1.8974 -6.2213
C 1.7463 -2.0248 -7.6478
C 0.6669 -1.1117 -8.1886
H 1.3420 -2.0784 -2.5198
H 0.3937 -0.6026 -2.6973
H 3.1380 -1.1062 -3.9549
H 2.7710 0.0150 -2.6339
H 2.1480 0.3125 -4.2704
H 0.0032 -5.3586 -6.1013
H -0.8196 -4.7083 -7.5089
H -1.9006 -4.3910 -4.6632
H -2.4412 -5.6309 -5.8100
H -2.6976 -3.9092 -6.1484
H 1.6013 -3.0595 -7.9562
H 2.7151 -1.7058 -8.0411
H -0.3103 -1.3514 -7.7735
H 0.6095 -1.1847 -9.2759
H 0.8752 -0.0756 -7.9152
*
```

# 2
A structure of composition C36H54BBiClN7O5SSi, computed with the ωB97M-V functional and the def2-TZVPD basis.

Results
HOMO level: -2.2445 eV
Total energy: -3551.34177 a.u.
Energy above the lowest of the compared OMol25 structures with the same formula, charge and spin: 0.00 kcal per mole

```
! RIJCOSX wB97M-V def2-TZVPD def2/J DEFGRID3
* xyz -2 1
Bi -21.9985 1.9834 0.3230
C -22.2532 1.5134 -4.7670
C -20.9579 1.7853 -4.0619
C -19.8422 0.9929 -4.2723
C -18.6378 1.1632 -3.6119
C -18.5239 2.1061 -2.4973
N -17.5838 2.1562 -1.5790
C -16.3738 1.5580 -1.6875
C -15.6307 1.4625 -2.8730
C -14.3441 0.9772 -2.8976
C -13.7286 0.4490 -1.7307
C -12.2744 -0.0056 -1.7235
C -14.4633 0.5373 -0.5760
C -15.7491 1.0504 -0.5172
N -16.3915 1.1173 0.7499
C -17.2842 2.0539 1.1817
C -17.5958 1.7665 2.5086
C -16.8566 0.5923 2.7681
N -16.1274 0.2298 1.7274
C -19.6657 2.9188 -2.3416
C -20.8164 2.7675 -3.1186
N -19.6014 3.9757 -1.3923
C -18.8799 5.1458 -1.4964
C -18.9639 5.7818 -0.2975
C -19.6345 4.8646 0.5765
N -20.0323 3.8164 -0.1130
H -22.1187 1.0203 -5.7020
H -22.7376 2.4762 -4.9127
H -22.8522 0.8568 -4.1232
H -19.8945 0.2348 -5.0697
H -17.7863 0.4711 -3.7352
H -15.9814 1.9157 -3.7952
H -13.7362 1.0131 -3.8084
H -12.0760 -0.6522 -2.6344
H -12.0604 -0.5951 -0.8239
H -11.5677 0.8297 -1.8208
H -14.0795 0.2294 0.4032
H -17.4918 2.8278 0.4730
H -18.2514 2.2880 3.1525
H -16.7850 0.0164 3.6945
H -21.6097 3.4558 -2.8980
H -18.4512 5.4457 -2.4326
H -18.4762 6.6700 -0.0270
H -19.8420 4.9568 1.6281
N -20.0826 0.5768 -0.4922
C -19.9973 -0.7854 -0.0475
C -19.9244 -0.8850 1.5012
C -21.2620 -0.5076 2.1797
O -21.8714 -1.3370 2.8256
O -21.5989 0.7492 2.0664
H -20.2709 0.5099 -1.5046
H -19.1780 1.0856 -0.3771
H -19.1231 -1.3075 -0.4860
H -20.8464 -1.3580 -0.4251
H -19.1362 -0.2295 1.8631
H -19.6788 -1.9092 1.7865
Cl -23.7686 3.4707 -1.0118
B -20.9069 5.3886 4.4183
C -21.5409 4.3486 3.3930
N -21.8413 3.6867 2.4690
H -21.2903 5.2591 5.5935
H -21.2547 6.5079 3.9960
H -19.7016 5.2968 4.3109
C -23.9594 -3.1129 0.9473
C -25.0897 -2.5641 1.8168
C -26.4733 -3.1203 1.3550
C -24.8059 -2.9124 3.2553
O -25.1374 -1.1327 1.7030
Si -24.9412 -0.0891 0.4390
S -23.2063 -0.2524 -0.7178
O -24.8980 1.4023 1.0997
C -25.6217 1.9451 2.2474
C -27.0159 1.4296 2.2307
C -24.9032 1.5369 3.5084
C -25.5954 3.4888 2.0232
O -26.2516 -0.3410 -0.5315
C -26.8059 -0.0593 -1.8341
C -28.3637 -0.0720 -1.6359
C -26.2598 1.2657 -2.4118
C -26.3701 -1.2073 -2.7541
H -23.9680 -4.2305 0.9641
H -23.0119 -2.7506 1.3244
H -24.0258 -2.8319 -0.0738
H -26.5273 -4.1832 1.5813
H -26.6280 -2.9370 0.3033
H -27.2410 -2.5782 1.9085
H -24.7974 -3.9927 3.3293
H -25.5313 -2.5088 3.9740
H -23.7544 -2.5468 3.4690
H -27.0732 0.3304 2.3425
H -27.4411 1.7499 1.3063
H -27.5477 1.8619 3.1041
H -24.8782 0.4626 3.6406
H -25.4019 1.9213 4.4059
H -23.8844 1.9066 3.5280
H -25.7878 3.6731 1.0061
H -24.6257 3.9002 2.2376
H -26.3715 3.9620 2.5949
H -28.7624 0.8154 -1.1207
H -28.6316 -0.9649 -1.0889
H -28.9186 -0.1010 -2.5864
H -26.6468 2.1106 -1.8199
H -26.4701 1.3241 -3.5035
H -25.1580 1.1761 -2.3444
H -26.5184 -2.2093 -2.3585
H -25.2816 -1.1810 -2.9129
H -26.8316 -1.1840 -3.7167
*
```

# 3
A cluster of 11 separate species, C66H47N3O22 in total, computed with the ωB97M-V functional and the def2-TZVPD basis.

Results
HOMO level: -9.8409 eV
Total energy: -4361.97034 a.u.
SMILES: O=[N+]([O-])c1ccccc1.O=[N+]([O-])c1ccccc1.O=[N+]([O-])c1ccccc1.O=C1C=CC(=O)C=C1.O=C1C=CC(=O)C=C1.O=C1C=CC(=O)C=C1.O=C1C=CC(=O)C=C1.O=C1C=CC(=O)C=C1.O=C1C=CC(=O)C=C1.O=C1C=CC(=O)C=C1.O=C1C=CC(=O)C=C1

```
! RIJCOSX wB97M-V def2-TZVPD def2/J DEFGRID3
* xyz 0 1
O 15.2853 25.4917 15.3083
N 14.7099 26.0378 14.4017
O 14.1365 27.1016 14.5890
C 14.2880 25.2540 13.2690
C 14.7257 23.9667 13.0140
C 14.2684 23.3069 12.0038
C 13.3397 23.8125 11.0765
C 12.8754 25.1472 11.2241
C 13.4139 25.8548 12.3398
H 15.3580 23.5517 13.7850
H 14.6199 22.2858 11.9909
H 12.9876 23.1685 10.2842
H 12.2036 25.6299 10.5298
H 13.1106 26.8808 12.4872
O 14.7951 19.8594 10.6902
N 14.3565 19.9257 9.5293
O 14.1493 20.9770 8.9500
C 13.8692 18.6708 8.9408
C 12.7838 18.6897 7.9654
C 12.3929 17.4925 7.4015
C 12.9229 16.2531 7.7608
C 13.9179 16.2690 8.7949
C 14.4198 17.4520 9.3194
H 12.3248 19.5948 7.5957
H 11.6917 17.5160 6.5803
H 12.6722 15.2644 7.4058
H 14.1049 15.2596 9.1304
H 15.1424 17.1799 10.0746
O 8.4021 14.2398 15.9203
N 8.9563 14.2395 17.0336
O 8.8079 13.4615 17.9124
C 10.0581 15.1837 17.3045
C 10.4372 16.0862 16.3304
C 11.6201 16.8000 16.5113
C 12.2770 16.8314 17.7279
C 11.8436 15.9977 18.7753
C 10.7071 15.2180 18.6008
H 9.8529 16.2991 15.4474
H 11.8324 17.5836 15.7989
H 13.1472 17.4651 17.8156
H 12.3268 16.0166 19.7410
H 10.5777 14.4728 19.3718
O 10.5583 24.4592 15.5046
C 11.1651 23.4160 15.8472
C 12.5831 23.2334 15.8614
C 13.2485 22.1058 16.0692
C 12.5320 20.7386 16.2356
O 12.9308 19.6442 16.5693
C 11.1298 20.9123 16.1324
C 10.4904 22.1308 16.0586
H 13.1832 24.1314 15.8672
H 14.3276 22.0991 16.0255
H 10.4800 20.1013 16.4265
H 9.4119 22.0788 16.0364
O 24.5660 13.5072 12.2613
C 23.8159 14.4769 12.0517
C 22.3756 14.5441 12.2830
C 21.6257 15.6536 12.1143
C 22.0340 16.9179 11.5117
O 21.2991 17.8426 11.2719
C 23.4122 16.8292 11.0567
C 24.1904 15.7302 11.3283
H 21.7842 13.7852 12.7737
H 20.6034 15.6907 12.4606
H 23.9100 17.6997 10.6556
H 25.2062 15.6845 10.9642
O 20.9381 15.1398 18.2892
C 21.4112 15.5042 17.2135
C 20.6437 16.3885 16.2571
C 21.1780 17.1645 15.3719
C 22.6278 17.3106 15.1062
O 23.2796 18.2159 14.4401
C 23.3773 16.1727 15.7947
C 22.8464 15.3257 16.7408
H 19.5706 16.4753 16.3420
H 20.5474 17.7746 14.7421
H 24.4394 16.0968 15.6139
H 23.5079 14.6244 17.2276
O 17.6681 20.5010 8.2460
C 17.6470 21.2072 9.2013
C 17.9473 20.8056 10.5872
C 18.0544 21.6330 11.6408
C 17.8009 23.0927 11.5392
O 17.9327 23.7801 12.5164
C 17.4005 23.5019 10.2245
C 17.4186 22.6964 9.1242
H 18.2411 19.7706 10.6806
H 18.2122 21.2221 12.6270
H 17.2889 24.5708 10.1174
H 17.3351 23.2345 8.1915
O 17.1293 14.6090 11.1674
C 17.1630 13.3789 11.4135
C 17.9391 12.3086 10.7622
C 17.9426 11.0295 11.2036
C 16.9741 10.4743 12.1674
O 16.9471 9.3461 12.5048
C 16.2114 11.5985 12.8443
C 16.3819 12.8980 12.5300
H 18.8415 12.5821 10.2357
H 18.7698 10.4263 10.8596
H 15.4410 11.4175 13.5792
H 15.6801 13.5602 13.0151
O 12.4718 11.3985 19.4947
C 12.7919 12.0672 18.5360
C 11.9421 12.1987 17.3146
C 12.3464 12.9726 16.2813
C 13.6044 13.7766 16.2831
O 14.0782 14.3653 15.3251
C 14.3042 13.7387 17.5952
C 13.8682 12.9083 18.5791
H 11.0113 11.6527 17.3575
H 11.8114 12.9220 15.3445
H 15.0639 14.4664 17.8395
H 14.4235 12.8978 19.5054
O 16.5693 10.6448 18.2774
C 17.3227 11.0326 17.3391
C 17.9289 12.3914 17.1402
C 18.7238 12.6013 16.0514
C 18.8132 11.7318 14.9003
O 19.3576 12.0432 13.8128
C 18.2780 10.3635 15.1066
C 17.6536 10.0688 16.2773
H 18.0354 13.1871 17.8627
H 19.1642 13.5869 16.0184
H 18.6701 9.6196 14.4289
H 17.5634 9.0339 16.5724
O 17.6708 15.3224 14.7781
C 17.0077 16.2602 14.3737
C 15.9716 16.8212 15.1355
C 15.3795 18.0505 14.8962
C 15.7173 18.9320 13.8406
O 15.2717 20.0592 13.7625
C 16.5454 18.2396 12.9370
C 17.2860 17.1046 13.2071
H 15.6399 16.3472 16.0475
H 14.5973 18.2569 15.6118
H 16.6816 18.6916 11.9656
H 17.8310 16.6373 12.4003
*
```